10
Properties=species:S:1:pos:R:3 method="wB97M-V/def2-TZVPD" orbital_gap_ev=8.46 lumo_ha=0.0228 total_charge=0 total_energy_ev=-16988.0834
C 0.8240 1.1761 0.8358
C 0.7069 0.2945 -1.0958
C -0.7639 -0.5375 0.6690
N -0.0394 0.4950 1.4215
N -0.2878 -0.4961 -0.7583
S 1.5524 0.3676 -2.4727
H 1.5883 1.7771 1.1520
H -0.7704 -1.4929 1.0846
H -1.9307 -0.4874 0.5915
H -0.8794 -1.0964 -1.4277